[1]
6 unconnected molecules or ions with the total composition C24H55FN2O8 in a non-equilibrium geometry. Source: the Open Molecules 2025 dataset; level of theory: ωB97M-V with the def2-TZVPD basis set.

XYZ file:
```
90
Properties=species:S:1:pos:R:3:forces:R:3
H 3.29016 0.99584 -3.99727 0.098 0.019 -0.122
N 2.40507 0.67146 -3.61693 -0.246 -0.111 0.331
C 2.43734 0.69245 -2.34711 0.488 -0.209 -0.772
C 3.65817 1.13912 -1.58219 -0.165 0.029 -0.003
C 1.21874 0.24168 -1.59440 0.133 0.806 0.648
C -0.01648 1.07267 -1.97145 -0.128 -0.821 -0.301
C -1.13217 0.85038 -0.97538 -0.291 -0.273 -0.210
O -2.35543 1.43137 -1.42179 0.261 0.126 0.344
C -3.22832 0.55753 -1.98198 -0.497 0.158 -0.058
F -2.76150 0.09864 -3.20688 0.165 -0.162 -0.277
O 0.26035 2.42670 -2.29735 -0.189 0.026 0.287
C 0.27078 3.38153 -1.31126 0.848 0.269 -0.090
C 1.00418 3.09758 -0.02555 -0.251 0.479 0.416
O -1.07943 3.81269 -0.93812 -0.219 -0.098 -0.372
C -1.78408 4.20728 -1.95111 -1.420 1.010 -1.030
N -2.48543 4.65593 -2.77596 1.398 -0.967 1.439
H 3.65419 2.22207 -1.50716 -0.006 0.248 0.117
H 4.55481 0.86424 -2.12107 0.224 -0.104 -0.134
H 3.71106 0.72984 -0.57958 -0.040 -0.076 0.186
H 1.04055 -0.80575 -1.80312 -0.179 -0.218 -0.149
H 1.41097 0.32560 -0.52691 0.026 -0.070 0.194
H -0.37302 0.63439 -2.89308 -0.073 0.246 -0.440
H -1.26727 -0.22808 -0.90924 0.058 -0.259 0.094
H -0.91153 1.20140 0.02496 -0.026 0.288 0.118
H -4.14877 1.09026 -2.17955 -0.188 0.193 -0.010
H -3.41962 -0.32587 -1.37471 0.166 -0.209 0.145
H 0.73903 4.24883 -1.76205 -0.043 0.162 -0.340
H 0.36872 2.68621 0.74647 -0.115 -0.358 0.078
H 1.88114 2.49134 -0.17260 0.131 -0.262 -0.095
H 1.34556 4.04855 0.36541 0.085 0.235 0.098
C 1.99026 0.99418 5.02771 -0.023 0.171 0.081
C 1.70926 1.25018 3.55560 0.271 -0.395 0.072
C 1.39986 -0.04298 2.81929 -0.044 0.234 -0.261
O 2.82045 1.91735 2.95063 -0.207 0.234 -0.126
H 2.86278 0.34503 5.14104 -0.041 -0.078 -0.036
H 2.20855 1.92966 5.54397 -0.034 0.012 -0.017
H 1.14049 0.51399 5.51421 0.015 -0.043 -0.013
H 0.86461 1.93439 3.45970 0.059 0.105 -0.047
H 2.25256 -0.72562 2.86640 -0.014 -0.033 0.096
H 1.20282 0.15846 1.76299 -0.006 0.041 0.035
H 0.53933 -0.54745 3.24724 -0.007 -0.100 0.041
H 3.58610 1.33974 3.02178 0.046 -0.062 0.038
C -0.44049 -3.50207 6.49771 0.001 0.161 0.054
C -0.70784 -3.25922 5.02000 0.237 -0.370 0.097
C -1.01483 -4.55556 4.28995 -0.087 -0.025 -0.124
O 0.41461 -2.61655 4.41300 -0.194 0.156 0.096
H 0.42508 -4.15812 6.62472 -0.037 -0.070 -0.036
H -0.21661 -2.56376 7.00621 -0.035 0.011 -0.008
H -1.29881 -3.96618 6.98524 0.007 -0.019 -0.001
H -1.54415 -2.56697 4.91169 0.058 0.092 -0.058
H -0.16054 -5.23395 4.35317 0.002 -0.007 0.044
H -1.19684 -4.36352 3.23209 -0.030 0.022 0.007
H -1.89006 -5.05539 4.70895 0.006 0.015 0.020
H 1.16783 -3.21247 4.48673 0.027 -0.074 -0.079
C -3.33738 -0.59357 -7.18072 0.114 -0.052 -0.050
C -4.00287 -1.75154 -6.45135 -0.102 0.393 0.114
C -5.50620 -1.54401 -6.33431 -0.052 -0.141 0.029
O -3.42515 -1.91475 -5.15989 -0.063 -0.254 -0.120
H -3.48719 0.33952 -6.63143 -0.075 0.003 -0.006
H -2.26248 -0.75769 -7.25588 -0.004 -0.033 -0.013
H -3.74325 -0.47127 -8.18645 -0.010 0.014 0.008
H -3.80576 -2.68094 -6.98776 0.045 -0.054 0.063
H -5.72121 -0.63833 -5.76062 0.034 0.056 -0.059
H -5.96757 -2.38121 -5.80953 0.016 -0.025 -0.028
H -5.97268 -1.44822 -7.31613 -0.003 0.022 0.005
H -3.58117 -1.10548 -4.66025 0.139 0.016 0.038
C 0.78451 8.65245 -2.24200 0.154 -0.061 -0.058
C 0.26496 7.40371 -1.54668 -0.179 0.407 0.152
C -1.19870 7.54421 -1.16197 -0.042 -0.128 0.055
O 1.05873 7.11500 -0.39244 0.080 -0.295 -0.148
H 0.71528 9.51609 -1.57491 -0.089 0.003 0.003
H 1.83380 8.53184 -2.51287 -0.010 -0.029 -0.024
H 0.21364 8.86844 -3.14572 -0.016 0.007 0.013
H 0.38280 6.54476 -2.20976 0.046 -0.043 0.035
H -1.34109 8.37402 -0.46333 0.085 0.075 -0.056
H -1.54898 6.63902 -0.66695 -0.022 -0.008 -0.038
H -1.82124 7.72098 -2.03896 -0.013 -0.031 0.006
H 0.97303 7.85648 0.21385 -0.014 0.047 0.060
C 0.96515 -8.15184 3.13061 -0.122 0.105 -0.013
C 2.05989 -7.23947 2.59864 0.090 -0.317 0.276
C 3.38387 -7.97509 2.46351 0.083 0.115 -0.072
O 2.21231 -6.10298 3.45226 -0.077 0.202 -0.128
H 1.22695 -8.52211 4.12578 0.066 -0.051 -0.027
H 0.02392 -7.60870 3.22096 0.000 0.003 -0.046
H 0.81033 -9.00900 2.47452 0.010 -0.013 0.010
H 1.76288 -6.84300 1.62756 -0.003 0.124 0.024
H 3.71889 -8.34017 3.43827 -0.063 -0.062 0.009
H 4.15572 -7.30665 2.08186 -0.023 0.004 -0.036
H 3.29617 -8.82722 1.78867 -0.003 -0.014 0.014
H 2.47785 -6.42236 4.32031 0.049 -0.061 0.041
```
Positions in Å, forces in eV/Å.

The HOMO energy is -9.75 eV. The calculation puts the frontier orbital gap at 10.23 eV. The value obtained for the LUMO energy is 0.4808 eV.

***

[2]
A molecular structure, C62H51BiI4N7SSe2. Source: the Open Molecules 2025 dataset; level of theory: ωB97M-V with the def2-TZVPD basis set.

XYZ file:
```
128
Properties=species:S:1:pos:R:3:forces:R:3
Bi -1.38729 -0.52554 -0.29065 0.077 0.237 -0.136
I 9.48740 0.53276 -2.97884 -0.125 -0.010 0.024
C 7.42560 0.65428 -2.61070 0.185 0.067 -0.026
C 6.81938 -0.26306 -1.76932 -0.053 -0.038 0.011
C 5.45382 -0.17550 -1.53748 -0.023 -0.033 0.010
C 4.67682 0.79977 -2.15340 -0.070 -0.128 -0.085
C 5.31818 1.71018 -2.99247 -0.016 -0.046 -0.002
C 6.68649 1.65735 -3.21594 -0.085 0.030 0.033
C 3.17177 0.90802 -2.03363 -0.087 0.165 -0.044
C 2.37653 -0.38962 -2.24726 -0.191 0.089 -0.034
C 3.00105 -1.73803 -2.16991 0.087 0.084 -0.036
C 2.34487 -2.70412 -1.50937 0.080 0.039 -0.016
C 1.11589 -2.47813 -0.75418 -0.167 -0.033 -0.077
C 0.56997 -3.42677 0.06670 0.154 0.095 0.000
C 1.09923 -4.82228 0.06789 -0.070 -0.037 0.010
C 2.36008 -5.16023 0.54936 0.017 0.025 0.080
C 2.81006 -6.47640 0.53568 0.004 0.088 0.015
C 1.97982 -7.46778 0.04597 -0.009 -0.184 -0.032
I 2.64798 -9.45985 0.01632 -0.041 0.130 0.004
C 0.70898 -7.16802 -0.42246 0.006 0.062 0.017
C 0.27892 -5.84936 -0.40358 0.080 0.013 -0.017
C -0.46540 -3.18326 1.03552 -0.184 -0.026 0.027
N -1.09591 -1.94379 1.22317 0.216 -0.088 0.213
C -1.68669 -1.89123 2.46759 0.122 -0.068 0.022
C -2.21227 -0.68740 3.03783 -0.097 0.022 -0.159
C -2.98785 -0.82577 4.28022 0.047 -0.014 -0.080
C -2.74248 -0.04236 5.41803 -0.008 -0.029 0.036
C -3.47943 -0.18620 6.58491 0.033 0.002 -0.061
C -4.48275 -1.13940 6.64216 -0.103 0.016 0.169
I -5.62556 -1.34273 8.39608 0.079 -0.002 -0.112
C -4.74524 -1.95113 5.55028 0.040 -0.023 -0.092
C -4.00356 -1.78937 4.38998 -0.016 0.044 0.062
C -1.95825 0.61470 2.51573 -0.021 0.065 0.098
C -2.44530 1.84612 3.02058 0.020 -0.078 0.024
C -2.05903 2.86257 2.15370 0.033 -0.055 -0.072
C -1.33116 2.30962 1.10806 -0.083 0.043 0.034
N -1.22572 0.91495 1.35253 0.049 0.078 0.000
C -0.75535 3.04879 0.00257 0.027 -0.070 0.006
C 0.33856 2.76497 -0.76022 -0.036 0.129 0.045
C 0.81482 3.52403 -1.90645 0.005 0.061 -0.096
C 2.06676 3.17166 -2.19795 0.007 -0.068 0.091
C 2.55160 2.11171 -1.23607 0.102 -0.056 -0.003
N 1.67886 1.41640 0.76927 0.068 0.085 0.050
C -1.39775 4.37791 -0.24095 -0.050 0.008 0.019
C -0.64463 5.54990 -0.20653 0.038 0.011 0.034
C -1.22541 6.79488 -0.41686 0.010 -0.055 0.003
C -2.58575 6.86908 -0.66043 -0.068 0.171 -0.044
I -3.47559 8.74050 -1.00662 0.054 -0.125 0.036
C -3.36983 5.72586 -0.67559 0.057 -0.071 0.019
C -2.77002 4.49396 -0.45738 -0.063 -0.003 -0.009
C -1.49942 -3.15746 3.05076 -0.044 0.039 0.039
C -0.74375 -3.93791 2.17020 -0.082 -0.017 -0.075
N 0.57121 -1.17552 -0.89415 0.079 -0.327 0.187
H 7.40267 -1.04236 -1.29671 -0.019 0.021 0.004
H 4.98957 -0.86904 -0.84926 -0.009 -0.030 -0.046
H 4.73210 2.47375 -3.49254 0.003 -0.024 -0.007
H 7.16083 2.38169 -3.86430 0.010 -0.024 -0.006
H 3.93213 -1.94421 -2.67991 -0.004 -0.023 -0.038
H 2.76213 -3.70095 -1.49396 -0.024 -0.027 -0.002
H 2.99854 -4.38333 0.95380 -0.022 0.004 -0.028
H 3.79372 -6.72009 0.91417 -0.006 0.008 -0.006
H 0.06112 -7.94794 -0.80020 0.021 0.008 0.010
H -0.71096 -5.60142 -0.76565 -0.005 -0.002 0.007
H -1.93596 0.67942 5.39137 -0.020 -0.003 0.002
H -3.25889 0.42908 7.44799 0.000 0.003 -0.023
H -5.52977 -2.69585 5.59435 0.012 0.012 0.000
H -4.21534 -2.41830 3.53408 -0.005 -0.006 -0.002
H -3.04557 1.96266 3.90658 0.019 0.012 -0.011
H -2.26750 3.91550 2.27800 0.015 -0.019 -0.022
H 0.22187 4.25359 -2.44076 0.011 -0.011 0.037
H 2.67620 3.56520 -3.00045 -0.030 -0.014 0.029
H 0.41706 5.48676 0.00483 -0.030 -0.010 -0.012
H -0.62261 7.69227 -0.37632 -0.006 -0.012 -0.014
H -4.43560 5.79045 -0.84884 0.001 0.008 -0.015
H -3.38026 3.60064 -0.44207 0.042 0.056 0.034
H -1.81053 -3.43438 4.04563 0.017 0.012 -0.021
H -0.36395 -4.93119 2.36018 0.002 0.040 0.003
C -5.16500 1.25709 0.88638 0.042 -0.076 -0.018
Se -5.02253 0.14337 -0.69989 0.060 0.010 -0.141
C -4.27338 1.53223 -1.86044 -0.118 -0.123 0.081
C -4.30415 1.13604 -3.32694 0.155 -0.073 0.055
Se -2.79600 0.02685 -3.88949 -0.074 0.067 -0.101
C -1.53546 1.49846 -4.08529 -0.029 -0.040 0.142
H -4.18735 1.43072 1.32946 0.004 0.030 0.023
H -5.78965 0.71480 1.59278 0.024 0.020 0.029
H -5.64161 2.19947 0.62227 -0.041 -0.013 0.002
H -3.25693 1.75126 -1.52724 0.022 0.052 -0.044
H -4.88865 2.41890 -1.69925 0.002 0.022 0.003
H -4.27146 2.02493 -3.95605 -0.040 0.008 -0.039
H -5.20640 0.57842 -3.57238 -0.053 0.029 -0.006
H -1.96401 2.24486 -4.75116 0.021 0.006 -0.001
H -0.63196 1.08247 -4.52415 0.016 -0.001 0.009
H -1.29856 1.93723 -3.11480 0.012 -0.005 -0.040
C 3.75912 4.21983 -0.23852 0.044 -0.063 -0.044
C 3.41649 2.74702 -0.00690 0.076 0.046 -0.075
C 2.43338 2.58825 1.17165 -0.029 0.003 -0.038
C 4.70828 2.03135 0.39984 -0.055 -0.028 0.029
N 1.28361 1.71167 -0.56561 -0.001 -0.157 0.007
H 4.21783 4.63055 0.66594 0.007 -0.016 -0.048
H 2.87708 4.81368 -0.47467 0.008 0.015 0.025
H 4.47730 4.32963 -1.05839 -0.039 0.022 0.048
H 2.95304 2.39322 2.11017 0.004 0.036 0.010
H 0.85980 1.21883 1.33402 -0.032 -0.052 -0.016
H 1.80945 3.48619 1.29465 -0.028 -0.012 -0.044
H 5.06607 2.48817 1.32622 -0.036 -0.004 0.010
H 5.50449 2.12998 -0.33466 -0.014 0.021 0.071
H 4.52184 0.97405 0.59610 0.035 0.065 0.015
S 2.76897 -1.89398 -6.56656 0.012 0.066 -0.047
C 2.28510 -0.97505 -5.09571 0.045 -0.055 -0.120
C 3.08600 -0.01617 -4.61574 0.001 0.132 0.062
C 2.54378 0.59473 -3.38019 0.305 -0.244 -0.040
N 0.95477 -0.58094 -2.11057 -0.026 0.076 0.011
C 0.47129 -1.22215 -3.26107 -0.028 -0.014 -0.065
C 0.99081 -1.37315 -4.50415 0.031 0.080 -0.011
C 4.30964 -2.57406 -5.97739 -0.153 0.091 0.085
C 4.31205 -3.60185 -5.04351 0.072 -0.019 0.036
C 5.53149 -4.03932 -4.54882 0.008 0.038 -0.007
N 6.70782 -3.53878 -4.92872 -0.015 0.005 -0.048
C 6.69152 -2.57733 -5.84951 -0.011 -0.064 0.062
C 5.52657 -2.06408 -6.40530 0.005 -0.023 -0.005
H 4.03217 0.25039 -5.07331 -0.023 -0.054 0.003
H 1.61979 1.13423 -3.55978 -0.075 -0.023 0.081
H -0.49080 -1.69015 -3.08567 -0.029 -0.008 0.034
H 0.35403 -1.93133 -5.18160 -0.003 -0.022 0.047
H 3.38195 -4.03540 -4.69967 0.013 0.029 0.033
H 5.56561 -4.82704 -3.80253 -0.007 0.015 -0.029
H 7.65966 -2.18635 -6.14683 -0.035 0.001 -0.007
H 5.56133 -1.27335 -7.14326 0.014 0.012 0.038
```
Positions in Å, forces in eV/Å.

The HOMO energy is -2.56 eV. The calculation puts the frontier orbital gap at 4.27 eV. Its charge is -1. The relative energy (zero: lowest compared OMol25 entry of this formula, charge and spin) is 0.000 eV. The value obtained for the LUMO energy is 1.7031 eV.